C42H52IN3O4W | ωB97M-V/def2-TZVPD

Last column: Löwdin charge in e.
Element x y z (Å)
H (3.4076, -5.8920, -1.1676)  0.0820
C (4.4175, -4.5450, 0.9133)  -0.0168
C (-2.5651, 2.8722, 4.6597)  -0.0290
H (-0.7277, 1.4683, -3.2064)  0.0654
H (-2.6766, -5.7453, -1.2703)  0.1012
H (5.4141, -4.9273, 0.7093)  0.1005
H (-3.4319, 0.7842, -4.9477)  0.0955
C (-0.5081, -6.5638, 0.2321)  -0.0384
N (-2.3055, 1.1193, 1.3895)  -0.0939
C (0.0520, 3.3173, -2.3474)  -0.5271
H (-6.3583, 2.6546, 1.5071)  0.1161
H (4.6816, 3.5947, -0.7885)  0.0838
C (-2.1593, 0.5389, 5.0736)  -0.1032
H (4.3065, -2.2019, -1.6315)  0.0972
H (-1.3256, -7.2761, 0.3000)  0.0987
H (-4.3755, 0.7526, 1.6197)  0.1505
C (0.7115, 2.6078, -1.1711)  -0.0704
C (-3.9059, 0.8648, -2.8925)  -0.2437
C (3.8345, -4.9471, -1.4902)  -0.0291
I (-1.9874, -1.6322, 2.8177)  1.3145
C (-1.0632, -5.1514, 0.0448)  -0.5265
H (-1.1859, -5.3313, -2.1187)  0.0982
C (0.8693, 0.6702, 0.2989)  -0.1829
C (-2.1520, 0.3441, 3.7067)  -0.4816
C (1.3999, -4.4200, -0.0061)  0.1033
H (-1.8378, 4.2616, -2.7889)  0.0983
C (3.4140, 4.3807, 1.5410)  -0.0319
H (2.3554, 3.9269, -0.9684)  0.1079
H (0.3564, 4.9436, -3.7080)  0.0961
H (-2.3784, 1.9991, 6.6141)  0.1249
H (-1.9479, 3.0189, -1.5361)  0.0578
H (0.0696, -6.6342, 1.1497)  0.0979
H (-4.3119, -0.6113, -4.3492)  0.1007
H (2.5288, 4.3606, 2.1730)  0.0939
C (2.5774, 2.3337, 0.4269)  -0.1379
H (4.8541, -5.1446, -1.8121)  0.0975
C (-4.6001, 2.4523, -0.7060)  -0.1185
H (-2.6865, -5.6910, 1.3780)  0.0998
H (-1.2353, 4.5958, -1.1674)  0.0960
C (-3.6084, 0.4219, -1.5853)  -0.2805
H (0.9145, 1.8761, -3.7152)  0.1004
O (-3.0075, -0.7459, -1.3053)  -0.1554
W (-1.8157, -0.3978, 0.1076)  1.8216
C (4.9465, 3.0213, 0.0938)  -0.0243
C (0.7609, -1.7717, 0.3198)  -0.1487
H (4.2333, 4.8048, 2.1122)  0.0926
H (2.8659, -1.3713, 0.2154)  0.1091
C (3.8440, -3.9015, -0.3623)  -0.5472
H (5.8027, 3.4982, 0.5610)  0.0952
C (-0.2669, -2.7528, 0.0899)  -0.2318
C (0.0489, -4.1135, 0.0413)  -0.0683
H (-2.0056, -0.2901, 5.7459)  0.1130
O (-1.4819, -2.2111, -0.0838)  -0.3066
C (-1.3332, 3.8273, -1.9305)  -0.0175
H (-5.4230, 3.6736, -2.2875)  0.1326
C (2.0818, 1.0982, 0.8174)  0.0466
H (2.5896, 0.4887, 1.5477)  0.1155
H (-2.6580, -3.9810, 0.9709)  0.0504
H (5.2376, 2.0215, -0.2169)  0.0888
H (-2.2064, -4.0520, -1.4513)  0.0788
H (4.4822, -3.8143, 1.7149)  0.0926
C (-4.9194, 3.4152, 0.4107)  -0.1875
C (-2.0284, -4.8425, 1.2058)  -0.0608
H (1.6863, -5.4548, -0.0295)  0.1145
C (-3.9356, 1.2430, -0.4889)  -0.1147
H (5.0153, 2.7212, 2.8356)  0.0940
H (4.6263, 1.1962, 2.0644)  0.0829
H (3.2720, -4.5806, -2.3456)  0.0985
C (-1.8295, -5.0625, -1.2844)  -0.0129
C (-0.0669, 2.2873, -3.4821)  -0.0175
C (0.8703, 4.4998, -2.8606)  -0.0442
H (-3.9843, 3.9086, 0.7040)  0.1241
H (5.7088, -3.1230, -1.1058)  0.0964
C (2.4287, -3.4525, -0.0664)  -0.1098
H (0.9779, 5.2700, -2.1021)  0.0918
C (1.9127, 3.0203, -0.5993)  0.0655
C (-3.5605, 0.7027, 0.8796)  -0.1714
C (-2.5390, 2.6561, 3.2916)  0.0102
C (-2.3146, 1.3770, 2.7837)  -0.3327
H (-1.4836, -4.6472, 2.1327)  0.0705
H (-2.7450, 3.8693, 5.0332)  0.1251
C (4.7430, -2.7368, -0.7901)  -0.0441
H (-0.4575, 2.7572, -4.3806)  0.0975
H (4.9222, -2.0394, 0.0245)  0.0819
O (-1.0467, 0.8900, -1.0102)  -0.1918
C (0.1390, 1.4478, -0.6432)  -0.1996
H (3.4069, 2.0471, 3.0324)  0.0898
O (-5.4086, 2.7971, 1.5747)  -0.0457
C (4.2275, 2.1720, 2.3302)  -0.0538
N (0.2016, -0.5366, 0.5495)  -0.0338
N (-4.5415, 2.0097, -3.0468)  0.1499
C (3.7851, 2.9585, 1.0951)  -0.5557
C (-4.8934, 2.7651, -2.0385)  -0.0603
C (2.1035, -2.1295, 0.1745)  0.0819
C (-3.5220, 0.1007, -4.1077)  0.0042
H (3.7971, -5.3705, 1.2492)  0.0869
H (3.2270, 5.0351, 0.6959)  0.0811
H (-5.5955, 4.1874, 0.0330)  0.1365
H (0.1120, -6.8597, -0.6091)  0.0923
C (-2.3707, 1.8260, 5.5484)  -0.0377
H (-2.5979, -0.4541, -3.9457)  0.0826
H (1.8508, 4.1776, -3.2008)  0.0955
H (-2.6962, 3.4725, 2.6059)  0.1165

Output
E_LUMO (spin up / spin down)   -0.277 / -0.324 Eh
Relative energy (zero: lowest compared OMol25 entry of this formula, charge and spin)   57.3 kcal per mole
Net charge   +2
Multiplicity   3
Frontier orbital gap (spin up / spin down)   0.2250 / 0.1783 Ha


C42H52O3PSSbSe2SiTi | ωB97M-V/def2-TZVPD

Last column: Löwdin charge in e.
Element x y z (Å)
H (1.9195, 4.0139, 7.0578)  0.1014
C (1.3679, 2.2950, 4.1959)  -0.1165
C (-3.2978, -0.7022, -0.1100)  -0.4032
C (-2.8973, -1.8643, 0.5457)  -0.1742
C (1.4296, 3.6973, 6.1457)  -0.0848
C (4.4043, -1.9457, 1.5395)  -0.6327
C (-1.5172, 6.0434, 0.9214)  -0.0760
C (-1.3723, -2.3787, -5.1193)  -0.0834
C (-4.3490, 3.0900, -3.4216)  -0.0809
H (0.2062, 4.9409, 1.5600)  0.0605
C (-4.6316, -0.3160, -0.0805)  -0.1215
Sb (-1.7730, 0.4058, -1.0806)  1.5592
C (-3.8332, -2.6484, 1.2033)  -0.0776
C (-1.5121, -2.1740, -2.7265)  -0.1212
C (0.9509, -4.6833, 1.3963)  -0.0321
H (0.8734, -5.7481, 1.6222)  0.0947
C (-1.3857, -2.9635, -3.8610)  -0.0836
H (2.9161, 2.2227, 5.6719)  0.1049
H (4.6414, 0.1076, 0.8759)  0.0725
P (-0.6971, 2.2942, 2.3284)  0.4095
H (5.9436, -1.9000, 0.0233)  0.0807
C (-1.5860, 3.7605, 1.6875)  -0.4324
H (-1.1836, 3.4072, -1.2300)  0.0826
C (2.3808, -1.6056, -2.8111)  -0.0095
H (-1.0901, -4.5301, -0.3987)  0.0785
H (-4.6801, 4.8412, 0.8285)  0.1060
H (-1.7242, 0.8628, -4.2180)  0.0980
H (-1.4849, -0.5403, -6.2223)  0.1041
C (-2.7055, 2.0827, -1.9768)  -0.3786
H (3.5357, -0.0860, 2.2425)  0.0477
C (-1.4915, -1.0022, -5.2430)  -0.0791
C (-0.8650, 4.9205, 1.4042)  -0.1278
C (-5.5639, -1.0978, 0.5894)  -0.0818
C (0.2420, 4.2996, 5.7544)  -0.0801
C (4.0816, -2.7008, 2.8219)  -0.0348
H (0.0754, -4.1727, 1.8006)  0.0799
C (-1.6396, -0.7937, -2.8452)  -0.3593
C (1.6354, 0.7802, -2.7395)  -0.0332
H (-3.5213, 2.8410, 1.6979)  0.0518
H (-3.5167, -3.5474, 1.7177)  0.1062
H (5.2821, -0.2312, 2.4879)  0.0958
Si (1.8368, -1.8487, 0.3459)  -0.1325
C (5.7167, -2.4398, 0.9439)  -0.0235
C (2.3016, -5.1427, -0.6723)  -0.0178
H (-4.1169, 5.1913, -3.7817)  0.1035
C (1.0483, -4.4796, -0.1104)  -0.6266
Se (1.8807, 2.7865, 0.7059)  0.2234
C (-2.8916, 6.0195, 0.7165)  -0.0933
H (2.1581, 1.0150, -3.6682)  0.1012
H (4.8466, -2.5034, 3.5741)  0.0912
C (-3.8361, 1.9702, -2.7849)  -0.1393
C (2.3934, -0.3153, -2.0060)  -0.5856
S (0.8145, -1.0811, 1.9895)  0.3833
H (3.1911, -4.7280, -0.1992)  0.0759
H (-1.3180, 4.3618, 4.2828)  0.1084
C (-1.6271, -0.2117, -4.1094)  -0.1384
Se (-2.1110, 0.8082, 2.9246)  0.4164
H (-1.2951, -4.0378, -3.7622)  0.0976
C (-5.1668, -2.2654, 1.2246)  -0.0831
H (6.5350, -2.2838, 1.6477)  0.0901
O (3.3994, -2.2575, 0.5528)  -0.1403
H (2.2746, -6.2200, -0.4980)  0.0904
H (-0.9500, 6.9412, 0.7099)  0.1057
H (3.8077, 1.0346, -1.0926)  0.0635
C (-3.7204, 4.3201, -3.2756)  -0.0798
H (1.8069, 1.5238, 3.5762)  0.0624
C (3.8164, 0.1375, -1.7144)  -0.0201
H (-1.8463, -2.1387, 0.5805)  0.0721
C (-2.5800, 4.4321, -2.4961)  -0.0799
H (-5.8955, -2.8708, 1.7485)  0.1028
H (2.8658, -1.4278, -3.7722)  0.0990
H (1.3592, -1.9424, -2.9874)  0.0818
H (-1.2709, -2.9963, -6.0027)  0.1027
H (2.3665, -4.9648, -1.7470)  0.0890
H (4.3749, -0.6485, -1.2086)  0.0668
C (-2.9608, 3.7405, 1.4769)  -0.1250
H (-4.9518, 0.6019, -0.5570)  0.0892
H (0.6289, 0.4502, -2.9955)  0.0467
H (-0.1414, -4.8264, -1.8687)  0.0726
H (2.9230, -2.3957, -2.2906)  0.0813
C (-2.0735, 3.3165, -1.8430)  -0.1311
H (3.1168, -2.3816, 3.2197)  0.0595
H (5.6495, -3.5041, 0.7137)  0.0857
H (-4.3022, 1.0041, -2.9381)  0.1042
H (-5.2300, 3.0001, -4.0447)  0.1041
C (-0.1980, -5.0184, -0.7968)  -0.0239
H (-0.1963, 5.0821, 6.3606)  0.1027
H (4.3172, 0.3705, -2.6553)  0.0979
H (1.8364, -4.2924, 1.9003)  0.0645
H (1.5920, 1.6899, -2.1386)  0.0455
C (-3.6103, 4.8681, 0.9929)  -0.0833
H (4.0529, -3.7757, 2.6338)  0.0847
O (1.0909, -3.0746, -0.4286)  -0.1461
C (0.1793, 2.8973, 3.8016)  -0.4316
C (4.4641, -0.4457, 1.7980)  -0.0258
H (-2.0844, 5.3882, -2.3881)  0.1066
C (-0.3883, 3.8969, 4.5871)  -0.0877
O (1.7000, -0.5467, -0.7270)  -0.3288
H (-6.6019, -0.7909, 0.6193)  0.1034
H (-1.5090, -2.6399, -1.7486)  0.0731
Ti (0.6614, 0.8760, 0.5736)  -0.1593
C (1.9890, 2.6923, 5.3691)  -0.0725
H (-3.3994, 6.8992, 0.3406)  0.1036
H (-0.2899, -6.0937, -0.6369)  0.0929

Output
E_LUMO (spin up / spin down)   0.013 / -0.065 Eh
Relative energy (zero: lowest compared OMol25 entry of this formula, charge and spin)   11.3 kcal per mole
Multiplicity   3
Frontier orbital gap (spin up / spin down)   0.2811 / 0.2062 Ha